[1]
C30H34NO9Ru | the ωB97M-V functional and the def2-TZVPD basis

XYZ file:
```
75
Properties=species:S:1:pos:R:3:forces:R:3
C 0.458279 -0.522282 -4.883890 0.2 -1.2 -0.6
C 0.277402 -1.196424 -3.498530 0.6 -0.1 -0.5
C 0.057385 0.937203 -4.751331 -0.5 0.5 0.5
C -0.777432 1.101141 -3.427183 -0.8 -1.0 -0.7
H -0.541173 1.207371 -5.624669 0.2 0.1 0.2
H 0.924411 1.602589 -4.716017 0.0 -0.2 0.0
C -0.858675 -0.451899 -2.842596 -0.7 0.6 -0.3
H 1.231697 -1.133916 -2.942345 -0.5 0.0 -0.2
H 0.024407 -2.254898 -3.658619 0.2 0.2 0.3
C -1.250298 -1.038181 -1.447945 0.4 -0.9 0.9
H -1.762100 -0.755524 -3.406792 0.2 -0.1 0.2
H -1.825737 1.318813 -3.718541 0.4 -0.1 0.2
C -0.302158 2.228621 -2.627495 0.2 -0.4 0.3
C 1.877994 -0.699263 -5.378344 1.4 0.2 1.6
C -0.319829 -1.177389 -6.036100 -1.6 1.0 -0.7
O -0.866617 -0.553974 -6.937619 0.6 -0.7 1.3
O 2.849028 -0.740878 -4.636742 -1.0 0.1 -1.2
O 1.952656 -0.797954 -6.713114 0.3 0.0 0.4
O -0.339105 -2.516905 -6.010546 0.1 0.3 -0.1
C -0.928450 -3.044119 -7.204280 0.0 -0.3 0.0
H -0.824596 -4.119449 -7.121060 0.0 -0.1 0.0
H -0.396568 -2.660712 -8.076638 -0.1 -0.1 0.0
H -1.977102 -2.752486 -7.271407 0.1 -0.1 0.0
C 3.273490 -1.015264 -7.199053 0.3 0.0 -0.2
H 3.953962 -0.246415 -6.819623 -0.1 -0.2 -0.1
H 3.170531 -0.959905 -8.279578 0.2 0.0 0.0
H 3.637207 -2.002511 -6.890033 -0.1 0.2 -0.1
O -0.340544 -1.119414 -0.320001 -1.1 0.5 -6.2
H -1.355643 -2.124813 -1.686016 -0.5 0.6 -0.2
H -2.257307 -0.668763 -1.150287 0.6 0.1 -0.1
C -1.244102 2.880505 -1.706189 -0.3 0.3 0.6
C 1.136577 2.236819 -2.303015 0.7 0.2 0.1
H 1.738159 2.969044 -2.870336 -0.2 -0.1 0.0
H 1.552263 1.243048 -2.558514 0.2 0.4 0.5
H 1.261282 2.506485 -1.238758 0.2 -0.4 -0.4
H -0.718404 3.012824 -0.748575 -0.6 -0.1 0.1
H -2.145225 2.255550 -1.598930 0.2 0.3 0.3
H -1.592798 3.890703 -1.973939 0.1 -0.1 -0.3
Ru -0.283482 -0.546131 1.448156 -0.3 1.7 3.1
C -2.164747 -0.002404 3.172847 0.0 -0.3 0.1
C -2.739378 -0.092661 1.878398 0.8 -0.6 -0.2
C -2.428778 -1.379795 1.334190 -0.5 -0.7 1.0
H -3.322575 0.671917 1.368677 0.1 -0.2 0.3
C -1.503947 -2.035811 2.238009 -1.5 -0.1 0.2
C -1.349358 -1.149182 3.384577 -0.7 0.0 -0.6
H -0.801399 -1.423198 4.276509 -0.1 0.2 -0.2
H -2.341506 0.801468 3.871242 0.5 0.0 -0.2
H -2.870948 -1.802579 0.437983 0.4 0.1 0.2
H -1.096077 -3.042542 2.173296 -0.3 0.2 0.0
C 2.001012 0.822441 2.005187 -0.3 -0.5 0.5
C 1.678239 -0.223691 2.904275 0.8 0.2 -0.3
C 1.521426 -1.448543 2.155814 0.7 0.5 -0.7
H 1.643853 -0.160144 3.984914 -0.2 0.2 -0.3
C 1.787392 -1.119717 0.763196 1.4 0.7 1.0
C 2.049611 0.289221 0.694613 0.4 -1.2 -0.2
H 2.261989 0.852268 -0.209391 -0.1 -0.2 0.2
H 2.195995 1.860129 2.266824 -0.3 -0.3 0.1
H 1.407363 -2.448961 2.567521 0.1 0.3 -0.1
H 1.828989 -1.838249 -0.047456 -0.2 0.3 0.2
O 1.310529 3.147488 4.874548 -0.4 -0.3 -0.2
C 0.342400 2.361314 4.753429 0.2 0.4 -0.6
O -0.305577 2.018019 3.729135 0.5 0.4 1.0
C -0.047328 1.733222 6.092024 -0.2 -0.2 0.2
C 0.045857 0.345979 6.272876 -0.1 0.0 0.4
C -0.205346 -0.240145 7.509957 0.0 0.4 0.3
C -0.563434 0.581001 8.596457 0.3 0.6 -1.5
C -0.699339 1.975939 8.423701 0.1 -0.5 -0.1
C -0.437382 2.539661 7.178750 0.0 -0.4 0.2
N -0.744548 0.002773 9.884604 -0.4 -1.0 2.2
O -0.600922 -1.235016 10.017131 -0.3 2.1 -0.2
O -1.037796 0.756542 10.841253 0.5 -1.3 -1.5
H 0.337796 -0.292828 5.439078 -0.1 0.3 0.3
H -0.113413 -1.314518 7.656892 0.0 0.3 0.0
H -0.990994 2.579710 9.279454 0.1 -0.1 -0.2
H -0.517075 3.619671 7.055980 0.1 -0.3 -0.1
```
Positions in Å, forces in eV/Å.

Summary:
HOMO energy (alpha / beta) in eV: -3.513 / -5.377
Spin multiplicity: 5
Net charge: -1
ΔE to the lowest compared entry with this formula, charge and spin in kJ/mol: 66.5

[2]
C30H35BrCoN6O3 | the ωB97M-V functional and the def2-TZVPD basis

XYZ file:
```
76
Properties=species:S:1:pos:R:3:forces:R:3
Co -0.804691 0.245186 -0.569088 -0.3 0.3 -0.4
C -1.046719 -2.101222 0.999110 0.0 -0.1 0.0
C -1.359172 -2.790261 -0.323007 -0.1 0.0 0.0
N -1.034443 -1.892138 -1.449702 0.2 0.0 -0.2
C -2.051358 -1.761739 -2.507569 0.1 -0.1 0.1
C -3.010879 -0.620766 -2.253574 -0.1 -0.2 -0.1
C -4.253579 -0.566658 -2.870176 0.1 0.0 0.1
C -5.072602 0.521232 -2.623485 0.1 0.0 0.0
C -4.635512 1.513487 -1.759126 0.1 0.0 0.1
C -3.382998 1.400398 -1.182310 0.0 0.1 0.1
C -2.812171 2.483850 -0.290721 0.0 -0.1 0.1
N -1.814507 1.929073 0.624604 0.1 0.1 0.0
C -2.372745 1.314907 1.845116 0.0 0.0 0.0
C -1.614819 0.034650 2.173054 -0.1 0.1 0.1
N -1.693291 -0.787280 0.963865 0.2 0.1 0.1
N -2.593503 0.345274 -1.438519 0.1 0.0 0.1
H 0.028240 -1.944634 1.120740 -0.1 0.0 -0.1
H -1.400330 -2.708708 1.842321 0.0 0.0 -0.1
H -2.426197 -3.031822 -0.363513 0.0 0.0 0.0
H -0.816939 -3.736071 -0.398795 0.0 0.1 0.0
H -0.171911 -2.193641 -1.885288 0.0 -0.1 0.1
H -2.621095 -2.686832 -2.649170 0.1 0.0 0.0
H -1.535458 -1.563456 -3.451502 0.0 0.0 0.0
H -4.566777 -1.366688 -3.523542 0.0 -0.1 -0.1
H -6.045254 0.590716 -3.088085 0.0 0.0 0.0
H -5.252772 2.372584 -1.538218 0.0 0.0 0.0
H -3.629758 3.000515 0.223678 0.0 0.0 0.0
H -2.312958 3.215965 -0.927897 0.0 0.0 0.0
H -1.128605 2.630199 0.878998 -0.1 0.1 -0.1
H -3.419594 1.063869 1.649385 0.0 0.0 0.0
H -2.370560 2.008515 2.689506 0.0 0.0 0.0
H -2.041259 -0.463495 3.050517 0.0 0.0 -0.1
H -0.562449 0.236850 2.360324 0.0 0.0 0.0
H -2.680601 -0.920942 0.749857 0.0 0.0 0.0
O 3.122538 0.737827 -5.321582 0.0 0.0 0.0
C 2.250837 0.652007 -4.319605 0.0 0.0 -0.1
C 2.417266 -0.168316 -3.200709 -0.2 0.1 0.0
C 1.431327 -0.165345 -2.245704 0.0 0.0 0.0
N 0.301973 0.572323 -2.306169 0.1 0.3 0.1
C 0.186161 1.368838 -3.371153 0.1 -0.1 -0.2
Br -1.292413 2.523263 -3.505646 -0.1 0.0 0.0
C 1.107568 1.441705 -4.397471 0.0 -0.1 0.1
H 3.891901 0.172654 -5.178459 0.0 0.0 0.0
H 3.295240 -0.783911 -3.074264 0.1 -0.1 0.0
H 1.547356 -0.762805 -1.352465 0.0 0.0 0.0
H 0.957581 2.097637 -5.239468 0.0 0.0 0.0
C 1.091693 -3.652915 4.462665 -0.1 -0.1 0.0
O 1.272074 -2.366191 3.874134 0.1 0.2 -0.2
C 1.960013 -2.294527 2.703935 0.1 0.0 0.0
C 2.311294 -3.379300 1.912671 0.0 0.1 0.1
C 3.028424 -3.164625 0.741383 0.0 0.1 0.0
C 3.407188 -1.885999 0.360348 0.0 0.0 0.0
C 3.059467 -0.796674 1.144839 0.0 -0.1 0.0
C 2.329915 -0.999882 2.301957 0.0 -0.2 0.0
N 2.019843 0.024587 3.220371 -0.1 0.2 0.2
C 1.903395 1.330727 3.107483 -0.1 -0.1 0.0
C 1.822875 2.191162 1.993968 0.1 -0.1 0.1
C 2.195843 3.539040 2.271877 0.0 0.1 -0.2
C 2.323532 4.463298 1.276883 0.0 -0.2 0.1
C 2.087724 4.050913 -0.048570 0.0 0.1 0.0
C 1.665398 2.785050 -0.353290 -0.2 -0.1 0.1
C 1.425383 1.817504 0.664179 0.1 0.1 -0.2
O 0.881556 0.674995 0.440942 -0.2 -0.5 0.3
H 2.056797 -4.122677 4.653907 0.0 0.0 0.0
H 0.484214 -4.290838 3.818396 0.0 0.0 0.0
H 0.568303 -3.480110 5.398668 0.0 0.0 0.0
H 2.055625 -4.384394 2.210283 0.0 0.0 0.0
H 3.313339 -4.013509 0.138341 0.0 -0.1 0.0
H 4.000934 -1.733401 -0.529664 0.0 0.0 0.0
H 3.387462 0.195961 0.875109 0.0 0.0 0.0
H 1.948167 -0.336788 4.167024 0.0 0.1 0.0
H 1.902858 1.818565 4.076872 0.0 0.0 0.0
H 2.427953 3.807456 3.294519 0.0 0.0 0.0
H 2.625296 5.475721 1.492443 0.0 0.1 0.0
H 2.237862 4.757737 -0.854012 0.0 0.0 0.0
H 1.495470 2.512319 -1.382727 -0.1 0.0 0.0
```
Positions in Å, forces in eV/Å.

Summary:
HOMO energy (alpha / beta) in eV: -13.213 / -13.171
Spin multiplicity: 2
Net charge: +2
ΔE to the lowest compared entry with this formula, charge and spin in kJ/mol: 41.5

[3]
C30H35F27NO6S2 | the ωB97M-V functional and the def2-TZVPD basis

XYZ file:
```
101
Properties=species:S:1:pos:R:3:forces:R:3
C -2.353163 -3.631057 3.389129 0.7 0.0 -0.7
C -1.559528 -2.827365 3.826272 -1.2 1.6 0.7
C -0.671556 -1.635408 4.246783 0.8 -2.2 -2.2
S 0.809105 -2.539136 4.985022 -0.2 -1.6 -0.8
C 0.976352 -3.389221 3.372686 0.2 2.1 0.4
C 1.500208 -4.856613 3.164451 -1.1 -0.7 0.6
F 1.888739 -5.334837 4.373138 0.1 0.7 -1.8
F 2.448990 -4.943004 2.213827 -1.1 0.1 1.4
F 0.394742 -5.594894 2.793648 1.6 1.1 0.1
N 0.585830 -2.575780 2.419744 0.9 -1.0 1.3
C 0.078046 -1.228175 2.890100 -1.5 0.4 -1.8
C -0.886133 -0.820961 1.672016 1.0 1.1 0.2
C -1.636380 0.549964 1.877892 -0.9 -0.1 -0.6
C -2.884168 0.522231 2.850674 0.2 0.3 -0.6
C -3.877129 -0.688453 2.639537 -0.7 0.9 0.6
C -5.401450 -0.227359 2.532503 0.6 -1.1 1.1
C -6.253242 -1.560831 2.742822 0.5 0.1 -1.0
C -7.680837 -1.497278 2.086307 0.5 0.5 0.8
O -8.433696 -2.687400 2.335457 0.5 0.1 -1.1
C -8.029330 -3.740883 1.452625 0.4 -0.4 -0.2
C 1.286172 -0.208502 2.980075 -0.3 0.4 0.0
S 2.713983 -0.711905 1.919880 4.8 0.9 0.3
O 3.597751 0.420299 1.599617 -2.8 -0.8 0.2
O 3.514400 -1.773271 2.541604 -2.2 0.1 -0.3
H -2.920017 -4.340346 2.754226 0.5 0.8 1.2
H -1.134398 -0.823127 4.849067 0.5 -0.8 -0.4
H 0.594379 -2.789201 1.415301 -0.1 -0.2 0.6
H -0.178032 -0.665599 0.798645 -0.7 -0.2 0.8
H -1.555666 -1.665916 1.373601 0.4 0.8 0.6
H -0.952831 1.393199 2.174184 -0.5 -0.9 -0.3
H -2.035404 0.841052 0.861700 0.5 -0.3 1.0
H -2.499168 0.593322 3.901713 -0.6 -0.1 -0.7
H -3.468277 1.464447 2.641373 0.7 -0.8 0.4
H -3.837613 -1.307407 3.579815 0.1 0.2 -1.3
H -3.637155 -1.279798 1.720050 0.0 0.3 0.9
H -5.560614 0.431802 3.433816 -0.1 -0.3 -1.2
H -5.629888 0.287038 1.559089 0.3 -0.5 1.3
H -5.661456 -2.374599 2.222948 -0.7 0.7 0.4
H -6.275450 -1.870059 3.826958 -0.2 0.5 -1.0
H -8.247065 -0.639215 2.534493 0.4 -0.8 -0.4
H -7.574064 -1.299206 0.984783 -0.1 -0.3 0.9
H -7.831404 -3.373213 0.400948 -0.4 -0.2 1.0
H -8.835845 -4.517251 1.405875 0.7 0.8 0.2
H -7.066107 -4.209120 1.809331 -0.9 0.3 -0.3
H 1.010797 0.822544 2.620357 0.0 -1.2 0.2
H 1.697174 -0.068309 4.013945 -0.1 -0.4 -1.0
H 2.254309 -1.205496 0.701039 -0.5 0.4 0.8
C -6.627487 4.216815 -1.030315 0.3 0.7 -0.3
C -6.256907 2.852824 -0.414884 -0.1 0.7 0.5
C -7.078606 1.654023 -0.887960 -0.2 -0.6 -0.2
F -8.380713 1.771246 -0.579646 0.2 0.1 0.1
F -6.637037 0.519643 -0.274708 0.2 0.2 -0.2
F -6.282157 2.952247 0.934863 -0.1 -0.2 -0.1
F -4.953958 2.608245 -0.752401 -0.1 -0.2 -0.3
O -7.457490 5.071475 -0.248682 -0.7 -1.0 0.2
C -8.845787 4.906038 -0.337822 0.9 0.5 -1.0
C -9.467608 4.501458 1.000674 -0.3 -0.1 0.7
F -8.964004 3.325469 1.438681 0.1 0.1 -0.2
F -10.803113 4.337886 0.870587 0.1 0.2 -0.3
F -9.149891 4.049860 -1.331427 -0.3 0.0 0.3
F -9.343946 6.104938 -0.707150 -0.1 -0.1 0.4
H -5.688980 4.768265 -1.116022 0.0 -0.1 0.2
H -6.989328 4.124247 -2.056567 -0.1 -0.2 0.2
H -6.986742 1.508614 -1.967713 0.1 0.1 0.0
H -9.277538 5.259787 1.763329 0.1 0.1 -0.2
C 7.820658 -2.518053 0.725477 0.1 -0.8 0.2
C 7.720740 -1.168734 1.464916 0.8 -0.1 -0.3
C 6.553236 -0.266733 1.065431 -0.3 0.7 0.2
F 6.616120 0.105118 -0.230155 0.1 -0.1 0.0
F 6.573679 0.877109 1.792706 0.2 -0.2 0.2
F 8.898250 -0.514403 1.349315 -0.2 0.1 -0.1
F 7.574607 -1.458301 2.791171 -0.4 0.0 -0.1
O 8.742668 -2.594980 -0.360990 -0.5 1.0 -0.5
C 8.304784 -2.191013 -1.625236 -0.3 -1.2 0.9
C 9.096551 -0.995615 -2.159148 0.5 0.6 -0.1
F 8.974337 0.076575 -1.350912 -0.1 -0.2 0.0
F 8.629707 -0.627773 -3.379241 -0.1 -0.3 0.0
F 6.975599 -1.967504 -1.610082 0.1 0.2 -0.4
F 8.499737 -3.246797 -2.446537 0.2 0.3 -0.2
H 8.215708 -3.227081 1.455657 0.1 0.2 0.0
H 6.840269 -2.915806 0.454744 0.0 0.3 -0.1
H 5.596485 -0.749832 1.239411 0.0 -0.3 0.1
H 10.158265 -1.235862 -2.245624 -0.1 -0.2 0.0
C 6.810518 1.222629 -5.325753 0.4 -0.2 0.6
C 6.058969 0.485503 -6.452032 -0.4 0.2 0.7
C 6.297997 0.997678 -7.872424 0.0 -0.2 -0.8
F 5.892847 2.272306 -8.030182 0.0 -0.1 0.1
F 5.588729 0.253405 -8.758089 0.0 -0.2 0.2
F 4.735985 0.465789 -6.162413 0.1 0.1 -0.2
F 6.474401 -0.814070 -6.414256 0.3 0.2 -0.2
O 6.071635 2.203033 -4.595291 -0.4 0.5 -1.0
C 6.013523 3.503718 -5.106219 1.2 -0.9 0.5
C 4.583788 3.927904 -5.449307 -0.6 0.2 -0.2
F 4.043970 3.121044 -6.387525 0.2 0.0 0.2
F 4.570354 5.184815 -5.951086 0.3 0.0 0.2
F 6.856858 3.635201 -6.146018 -0.3 0.3 0.0
F 6.486918 4.312696 -4.131129 -0.4 0.1 -0.1
H 7.048342 0.463719 -4.580185 -0.2 0.0 -0.1
H 7.780885 1.602597 -5.651854 -0.2 0.1 -0.2
H 7.354632 0.927439 -8.145609 0.0 0.0 0.2
H 3.945624 3.895501 -4.563413 0.2 0.0 0.1
```
Positions in Å, forces in eV/Å.

Summary:
HOMO energy in eV: -11.499
Net charge: +1